(1)
Entry from OMol25: an isolated molecule of C16H20N2O3 in a non-equilibrium geometry (ωB97M-V/def2-TZVPD).

Properties
energy above the lowest of the compared OMol25 structures with the same formula, charge and spin	331.84	kJ/mol
gap between HOMO and LUMO	8.535	eV
largest force on an atom	1.25	eV/A
structure (SMILES)	CCCCNC(=O)CO/N=C(\C)c1cc2ccccc2o1

Geometry as ORCA input:
```
! RIJCOSX wB97M-V def2-TZVPD def2/J DEFGRID3
* xyz 0 1
C 1.295 2.361 3.999
C 0.998 2.250 2.508
C -0.499 2.227 2.193
C -1.234 1.048 2.833
N -0.642 -0.208 2.443
C -0.144 -1.091 3.317
O -0.197 -0.977 4.526
C 0.573 -2.293 2.678
O 0.054 -2.774 1.454
N 0.160 -1.826 0.452
C -0.192 -2.150 -0.732
C -0.675 -3.496 -1.175
C -0.119 -1.083 -1.706
C -0.331 -1.099 -3.058
C -0.138 0.237 -3.509
C -0.202 0.882 -4.744
C 0.053 2.234 -4.783
C 0.369 2.951 -3.626
C 0.439 2.338 -2.392
C 0.183 0.976 -2.350
O 0.191 0.172 -1.266
H 0.972 1.469 4.529
H 0.786 3.223 4.427
H 2.364 2.480 4.160
H 1.462 1.344 2.113
H 1.444 3.101 1.988
H -0.962 3.151 2.544
H -0.629 2.173 1.109
H -1.192 1.099 3.922
H -2.287 1.066 2.524
H -0.470 -0.368 1.455
H 0.505 -3.141 3.362
H 1.630 -2.015 2.561
H -0.700 -4.171 -0.323
H -0.009 -3.899 -1.936
H -1.674 -3.415 -1.601
H -0.587 -1.948 -3.658
H -0.445 0.330 -5.639
H 0.010 2.758 -5.727
H 0.562 4.011 -3.702
H 0.684 2.884 -1.495
*
```

(2)
Entry from OMol25: an isolated molecule of C16H20N2OS (ωB97M-V/def2-TZVPD).

Properties
energy above the lowest of the compared OMol25 structures with the same formula, charge and spin	58.89	kJ/mol
gap between HOMO and LUMO	8.099	eV
largest force on an atom	0.74	eV/A
structure (SMILES)	CCCC(=O)Nc1ccc(NCc2ccc(C)s2)cc1

Geometry as ORCA input:
```
! RIJCOSX wB97M-V def2-TZVPD def2/J DEFGRID3
* xyz 0 1
C 2.716 -6.640 1.927
C 2.190 -5.423 1.176
C 3.331 -4.509 0.719
C 2.781 -3.315 -0.049
O 2.796 -3.254 -1.259
N 2.260 -2.365 0.772
C 1.628 -1.156 0.444
C 1.470 -0.711 -0.864
C 0.840 0.489 -1.123
C 0.335 1.278 -0.087
N -0.260 2.497 -0.312
C -0.904 2.854 -1.560
C -2.179 3.587 -1.306
C -3.249 3.176 -0.574
C -4.287 4.135 -0.519
C -4.007 5.273 -1.207
C -4.851 6.484 -1.383
S -2.434 5.183 -1.937
C 0.507 0.826 1.226
C 1.145 -0.366 1.485
H 3.380 -7.221 1.291
H 3.271 -6.335 2.812
H 1.894 -7.279 2.240
H 1.627 -5.749 0.299
H 1.504 -4.867 1.821
H 3.910 -4.172 1.582
H 3.991 -5.062 0.050
H 2.312 -2.545 1.765
H 1.849 -1.309 -1.676
H 0.753 0.820 -2.146
H -0.654 2.939 0.505
H -0.235 3.484 -2.163
H -1.118 1.943 -2.133
H -3.301 2.215 -0.093
H -5.210 3.979 0.010
H -5.071 6.650 -2.437
H -4.341 7.369 -1.006
H -5.789 6.363 -0.845
H 0.134 1.425 2.045
H 1.265 -0.695 2.509
*
```

(3)
Entry from OMol25: a structure of composition C16H20N3O4S6Y (ωB97M-V/def2-TZVPD).

Properties
energy above the lowest of the compared OMol25 structures with the same formula, charge and spin	0.00	kJ/mol
gap between HOMO and LUMO	6.454	eV
largest force on an atom	0.84	eV/A

Geometry as ORCA input:
```
! RIJCOSX wB97M-V def2-TZVPD def2/J DEFGRID3
* xyz 0 1
Y -0.513 -1.109 0.569
C -1.794 0.829 -3.679
N -1.231 1.776 -2.714
C -0.727 3.054 -3.216
C -1.155 1.423 -1.432
O -1.644 0.370 -1.004
C -0.448 2.329 -0.443
O 0.224 1.511 0.490
C 1.630 1.648 0.473
C 2.178 0.501 1.282
O 1.412 -0.369 1.712
N 3.493 0.436 1.474
C 4.076 -0.736 2.136
C 4.395 1.470 0.974
H -2.852 1.031 -3.849
H -1.670 -0.182 -3.310
H -1.248 0.940 -4.615
H -1.252 3.281 -4.141
H 0.343 3.016 -3.425
H -0.937 3.864 -2.524
H -1.208 2.913 0.081
H 0.245 3.015 -0.923
H 1.938 2.608 0.897
H 2.011 1.554 -0.547
H 3.282 -1.406 2.448
H 4.660 -0.421 3.000
H 4.723 -1.259 1.430
H 4.197 1.692 -0.074
H 5.408 1.079 1.037
H 4.347 2.387 1.561
S 6.019 -4.188 -1.108
C 4.477 -3.630 -0.879
S 3.780 -2.342 -1.765
C 2.200 -2.316 -1.016
C 1.994 -3.232 -0.053
S 0.563 -3.476 0.964
S 3.364 -4.278 0.250
S 1.069 -1.064 -1.557
O -2.502 -1.942 0.545
N -3.575 -1.474 1.183
C -4.775 -1.960 0.776
C -5.928 -1.568 1.381
C -5.840 -0.654 2.438
C -4.619 -0.171 2.821
C -3.422 -0.564 2.181
S -1.860 0.045 2.588
H -4.701 -2.667 -0.035
H -6.868 -1.974 1.037
H -6.735 -0.328 2.954
H -4.526 0.538 3.632
*
```

(4)
Entry from OMol25: a structure of composition C16H20N3PdSe4 in a non-equilibrium geometry (ωB97M-V/def2-TZVPD).

Properties
energy above the lowest of the compared OMol25 structures with the same formula, charge and spin	79.91	kJ/mol
gap between HOMO and LUMO	5.487	eV
largest force on an atom	1.64	eV/A

Geometry as ORCA input:
```
! RIJCOSX wB97M-V def2-TZVPD def2/J DEFGRID3
* xyz -1 1
Pd 0.002 -1.232 -0.028
C 2.526 -1.577 -1.470
N 2.077 -1.022 -0.175
C 2.775 -1.729 0.925
C 2.341 0.431 -0.153
C 3.650 0.866 -0.108
C 3.966 2.218 -0.116
C 2.925 3.128 -0.184
C 1.606 2.707 -0.238
C 1.254 1.340 -0.224
N 0.001 0.788 -0.263
C -1.252 1.339 -0.216
C -1.605 2.705 -0.211
C -2.925 3.124 -0.152
C -3.965 2.213 -0.096
C -3.648 0.861 -0.101
C -2.339 0.428 -0.151
N -2.073 -1.024 -0.180
C -2.519 -1.573 -1.479
C -2.772 -1.739 0.915
H 3.607 -1.443 -1.588
H 2.013 -1.061 -2.279
H 2.285 -2.637 -1.501
H 3.856 -1.740 0.752
H 2.409 -2.752 0.974
H 2.556 -1.230 1.864
H 4.451 0.139 -0.054
H 4.996 2.546 -0.069
H 3.133 4.192 -0.190
H 0.849 3.465 -0.283
H -0.849 3.465 -0.241
H -3.133 4.188 -0.143
H -4.995 2.539 -0.045
H -4.448 0.133 -0.053
H -3.599 -1.440 -1.598
H -2.275 -2.633 -1.514
H -2.004 -1.053 -2.284
H -3.853 -1.750 0.740
H -2.555 -1.244 1.857
H -2.405 -2.762 0.960
Se -0.002 -0.459 2.840
Se -0.004 -2.457 3.825
Se -0.064 -4.607 1.904
Se 0.006 -3.652 -0.167
*
```

(5)
Entry from OMol25: a cluster of 4 separate species, C16H20N4 in total in a non-equilibrium geometry (ωB97M-V/def2-TZVPD).

Properties
energy above the lowest of the compared OMol25 structures with the same formula, charge and spin	255.78	kJ/mol
gap between HOMO and LUMO	7.895	eV
largest force on an atom	5.10	eV/A
structure (SMILES)	c1cc[nH]c1.c1cc[nH]c1.c1cc[nH]c1.c1cc[nH]c1

Geometry as ORCA input:
```
! RIJCOSX wB97M-V def2-TZVPD def2/J DEFGRID3
* xyz 0 1
C -3.973 -2.161 -0.115
C -3.772 -1.286 -1.113
C -4.265 -0.035 -0.740
N -4.893 -0.280 0.506
C -4.862 -1.572 0.831
H -3.813 -3.226 -0.043
H -3.261 -1.419 -2.055
H -4.227 0.919 -1.245
H -5.524 0.389 0.925
H -5.408 -1.968 1.674
C 4.291 -2.628 3.027
C 4.074 -1.467 3.762
C 3.138 -0.681 3.043
N 2.829 -1.271 1.874
C 3.492 -2.430 1.827
H 5.009 -3.405 3.245
H 4.550 -1.233 4.702
H 2.712 0.271 3.323
H 2.105 -1.008 1.220
H 3.299 -3.018 0.942
C 0.498 3.790 -1.249
C -0.331 3.111 -0.294
C -1.477 2.781 -1.020
N -1.266 3.115 -2.311
C -0.053 3.695 -2.512
H 1.403 4.320 -0.992
H -0.155 3.019 0.768
H -2.447 2.424 -0.708
H -1.970 2.981 -3.023
H 0.243 4.096 -3.469
C 2.511 -0.759 -1.327
C 1.514 -1.809 -1.219
C 0.376 -1.084 -1.011
N 0.678 0.245 -0.791
C 1.981 0.456 -1.066
H 3.569 -0.913 -1.479
H 1.685 -2.834 -1.514
H -0.594 -1.520 -0.823
H -0.019 0.925 -0.525
H 2.351 1.470 -1.027
*
```

(6)
Entry from OMol25: a cluster of 4 separate species, C16H20N4 in total in a non-equilibrium geometry (ωB97M-V/def2-TZVPD).

Properties
energy above the lowest of the compared OMol25 structures with the same formula, charge and spin	182.43	kJ/mol
gap between HOMO and LUMO	8.617	eV
largest force on an atom	1.85	eV/A
structure (SMILES)	c1cc[nH]c1.c1cc[nH]c1.c1cc[nH]c1.c1cc[nH]c1

Geometry as ORCA input:
```
! RIJCOSX wB97M-V def2-TZVPD def2/J DEFGRID3
* xyz 0 1
C 0.541 2.997 -0.237
C -0.245 3.957 0.456
C -1.421 4.213 -0.207
N -1.361 3.431 -1.356
C -0.263 2.649 -1.307
H 1.496 2.601 0.048
H 0.053 4.480 1.354
H -2.256 4.882 -0.105
H -2.079 3.391 -2.053
H -0.084 1.889 -2.053
C 1.792 0.665 -6.065
C 2.106 -0.396 -5.195
C 1.030 -0.617 -4.374
N 0.043 0.274 -4.716
C 0.514 1.061 -5.740
H 2.502 1.084 -6.757
H 3.041 -0.928 -5.128
H 0.961 -1.407 -3.645
H -0.883 0.299 -4.338
H -0.169 1.733 -6.234
C 0.663 -1.020 -0.165
C 0.795 -2.411 0.073
C 0.218 -2.714 1.288
N -0.261 -1.529 1.809
C -0.040 -0.540 0.899
H 0.983 -0.501 -1.052
H 1.176 -3.133 -0.634
H 0.056 -3.683 1.723
H -0.665 -1.416 2.730
H -0.440 0.438 1.125
C -1.351 -3.032 5.041
C -1.921 -1.764 4.852
C -0.946 -0.808 4.894
N 0.265 -1.466 4.959
C 0.015 -2.809 5.025
H -1.846 -3.982 5.127
H -2.982 -1.607 4.710
H -1.019 0.263 4.985
H 1.148 -1.034 5.146
H 0.833 -3.508 5.117
*
```